1.
Here is an isolated molecule of C5H10O from the OMol25 dataset. Energies are from the ωB97M-V functional and the def2-TZVPD basis.

```
16
Properties=species:S:1:pos:R:3:forces:R:3:lowdin_charge:R:1
O 0.1043 -0.2926 2.4777 0.163 -0.089 0.151 -0.066
C -0.7677 0.3294 1.5572 -0.226 0.083 -0.243 -0.243
C -0.4479 -0.2263 0.1966 -0.100 -0.109 0.196 -0.330
C -0.6726 0.6120 -1.0645 -0.033 0.009 -0.063 -0.140
C 0.5955 -0.0762 -1.6153 0.275 0.040 -0.323 -0.174
C 1.0506 -0.4001 -0.1750 0.039 0.001 -0.439 -0.158
H 0.8552 -0.5607 1.9218 -0.143 0.035 0.698 0.056
H -1.8114 0.1005 1.8032 0.178 0.044 0.255 0.122
H -0.6596 1.4284 1.5629 0.125 -0.232 0.069 0.121
H -0.9123 -1.2086 0.0589 -0.077 0.085 0.108 0.149
H -0.5282 1.6853 -0.8801 0.048 -0.255 0.007 0.112
H -1.6317 0.4664 -1.5742 0.312 0.043 -0.068 0.106
H 0.3166 -0.9923 -2.1474 0.219 0.204 -0.022 0.110
H 1.3178 0.5076 -2.1782 -0.175 0.018 -0.366 0.097
H 1.7168 0.3857 0.2172 -0.352 -0.103 -0.060 0.123
H 1.5405 -1.3741 -0.0342 -0.253 0.226 0.100 0.112
```
Positions in Å, forces in eV/Å.

SMILES string: OCC1CCC1
E_LUMO: 1.094 eV
Kohn-Sham gap: 11.251 eV
HOMO: -10.157 eV
energy above the lowest of the compared OMol25 structures with the same formula, charge and spin: 1.284 eV
molar mass: 86.1 Da

2.
Here is an isolated molecule of C5H10O from the OMol25 dataset. Energies are from the ωB97M-V functional and the def2-TZVPD basis.

```
16
Properties=species:S:1:pos:R:3:forces:R:3:lowdin_charge:R:1
C -0.5438 0.4200 -1.6082 0.002 0.033 -0.086 -0.067
C -0.5455 -0.4985 -0.3900 -0.178 -0.075 -0.091 -0.323
C 0.7514 -1.2114 -0.0231 0.051 -0.214 -0.106 -0.157
C 1.1151 -0.0552 0.9439 0.059 0.068 0.017 -0.108
C -0.4015 0.3067 0.9420 0.004 -0.367 0.009 -0.341
O -0.7419 1.6737 0.8520 -0.114 0.087 0.204 -0.035
H -1.5831 0.6932 -1.8192 0.184 0.048 -0.076 0.079
H -0.0027 1.3581 -1.4552 0.072 -0.242 -0.003 0.077
H -0.1406 -0.0946 -2.4878 -0.055 0.061 0.109 0.078
H -1.3050 -1.2643 -0.5791 -0.580 0.504 0.605 0.130
H 0.5179 -2.0957 0.5808 0.014 0.059 -0.147 0.106
H 1.2936 -1.5601 -0.9063 0.675 0.362 0.365 0.107
H 1.5542 -0.3219 1.9141 -0.064 0.007 -0.270 0.099
H 1.7051 0.7572 0.5059 -0.162 -0.183 -0.078 0.111
H -0.9283 -0.1571 1.7886 0.094 -0.050 -0.216 0.146
H -0.7450 2.0500 1.7418 -0.001 -0.097 -0.236 0.097
```
Positions in Å, forces in eV/Å.

SMILES string: C[C@H]1CC[C@H]1O
E_LUMO: 0.927 eV
Kohn-Sham gap: 10.771 eV
HOMO: -9.844 eV
energy above the lowest of the compared OMol25 structures with the same formula, charge and spin: 1.196 eV
molar mass: 86.1 Da